No. 1
{
  "formula": "C20H28MnNO2P",
  "method": "the ωB97M-V functional and the def2-TZVPD basis",
  "species": ["H", "C", "H", "H", "C", "H", "H", "C", "O", "H", "H", "C", "C", "C", "H", "H", "H", "H", "H", "H", "H", "H", "H", "H", "C", "H", "O", "C", "H", "H", "C", "C", "N", "C", "H", "C", "C", "C", "C", "Mn", "C", "H", "C", "C", "C", "P", "H", "H", "H", "H", "H", "H", "C"],
  "xyz": [[-2.391, 3.196, -2.022], [0.660, -0.840, -1.967], [3.823, -1.504, 0.443], [-2.176, 0.205, -2.460], [-2.776, -2.093, 2.916], [3.672, 1.836, 0.783], [1.168, 3.408, -2.009], [2.552, -2.314, -1.113], [-2.241, -2.373, 0.111], [0.754, -2.946, -5.293], [-3.258, -2.664, 4.943], [-3.467, -0.518, 4.639], [1.507, -1.939, -2.127], [-1.211, 0.538, -2.884], [-0.028, 3.401, -3.348], [-3.725, 1.537, 3.984], [0.917, 1.076, 1.771], [-3.740, -0.312, 5.678], [2.825, 1.268, -2.316], [-1.439, 1.052, -3.833], [-0.961, -1.130, -4.987], [1.258, 2.151, -3.278], [4.345, 0.205, 1.182], [2.300, -3.480, -3.394], [-1.941, -1.316, 0.672], [2.171, -3.179, -0.547], [-1.130, -0.378, 0.306], [0.578, 2.773, -2.683], [3.227, -0.475, -2.521], [4.461, 0.649, -1.970], [0.691, -2.390, -4.365], [2.864, -1.262, -0.046], [3.008, 0.184, -0.503], [-0.239, -1.365, -4.204], [3.462, -2.702, -1.618], [-3.173, -1.833, 4.237], [4.029, 0.877, 0.373], [-3.031, 0.255, 2.379], [-2.599, -1.032, 2.014], [0.939, 0.457, -0.269], [-0.231, -0.594, -3.025], [0.160, 1.248, 1.445], [3.390, 0.413, -1.919], [1.536, -2.703, -3.310], [-3.434, 0.522, 3.694], [-0.494, 1.723, -1.652], [-2.651, 2.051, -0.654], [-2.605, -3.111, 2.571], [-1.585, 3.477, -0.438], [-3.053, 1.044, 1.624], [2.064, -1.239, 0.730], [4.917, 1.076, -0.250], [-1.926, 2.713, -1.150]],
  "homo_ev": [-6.86, -7.96],
  "spin_multiplicity": 6,
  "gap_ev": [7.0, 7.9],
  "energy_ev": -67386.0831,
  "s2": 8.759
}

No. 2
{
  "formula": "C11H15NO",
  "method": "the ωB97M-V functional and the def2-TZVPD basis",
  "species": ["H", "H", "H", "C", "H", "C", "H", "N", "H", "C", "C", "H", "H", "H", "H", "O", "C", "H", "C", "H", "C", "C", "C", "C", "C", "H", "H", "H"],
  "xyz": [[-1.627, -0.389, 1.795], [1.382, 2.418, -0.111], [-1.360, -2.168, 0.839], [-1.286, 1.407, -0.475], [-3.627, 0.883, -0.178], [2.632, -1.230, 0.048], [-0.589, 1.863, 0.206], [-0.544, 0.144, -0.782], [-2.294, -0.333, -1.535], [-2.046, -1.541, 0.125], [-1.429, -0.820, -1.041], [-3.413, -0.531, 1.711], [-2.663, 1.895, 1.243], [-3.003, -1.961, -0.281], [5.237, 0.268, 1.439], [4.763, -0.530, 0.330], [-2.564, 1.115, 0.522], [2.865, -2.552, -0.128], [3.443, -0.113, 0.019], [-1.557, 1.954, -1.404], [1.324, -1.056, -0.535], [1.727, 1.427, -0.291], [-2.422, -0.471, 1.161], [0.895, 0.255, -0.521], [3.052, 1.282, 0.006], [0.446, -1.753, -0.661], [3.753, 2.060, 0.277], [-1.095, -1.525, -1.775]],
  "homo_ev": -7.19,
  "e_above_lowest_kj_mol": 784.5,
  "gap_ev": 7.0,
  "energy_ev": -15179.7911
}

No. 3
{
  "formula": "CH2O2S",
  "method": "the ωB97M-V functional and the def2-TZVPD basis",
  "species": ["H", "H", "C", "O", "O", "S"],
  "xyz": [[0.563, 0.228, 1.537], [-0.494, 0.296, -1.224], [-0.916, -0.108, -0.281], [1.874, 0.402, -0.436], [-2.034, -0.356, 0.054], [1.008, -0.461, 0.350]],
  "homo_ev": -9.52,
  "e_above_lowest_kj_mol": 288.7,
  "gap_ev": 9.5,
  "energy_ev": -15996.9431
}

No. 4
{
  "formula": "C21H36CsGeNO8S",
  "method": "the ωB97M-V functional and the def2-TZVPD basis",
  "species": ["H", "C", "H", "H", "H", "H", "H", "C", "O", "C", "Ge", "C", "C", "C", "H", "H", "H", "C", "H", "C", "H", "H", "H", "O", "O", "N", "C", "C", "H", "H", "C", "C", "O", "C", "H", "O", "C", "H", "C", "S", "H", "Cs", "H", "O", "H", "O", "H", "H", "H", "H", "C", "H", "C", "C", "C", "H", "H", "H", "O", "C", "H", "H", "C", "H", "H", "H", "H", "H", "H"],
  "xyz": [[0.945, -2.491, 2.185], [-3.689, 1.889, -3.983], [1.931, -4.382, -4.244], [4.480, -0.662, 3.852], [-1.680, -2.824, -4.541], [4.471, 0.660, 0.326], [0.360, -1.773, 3.709], [-0.240, 4.334, 1.102], [-1.096, 2.018, -5.026], [-4.012, -0.242, -0.316], [0.742, 0.634, 2.156], [-5.024, 1.203, -2.127], [3.496, -0.384, 3.469], [-3.910, 0.533, -1.625], [4.885, -2.045, 1.715], [-5.951, 1.176, -1.570], [-5.762, 2.414, -3.738], [1.713, 3.609, 2.490], [5.516, 0.407, 1.736], [-2.630, 1.192, -3.421], [4.248, 1.643, 1.781], [0.377, -4.496, -5.112], [-2.999, -0.824, 2.381], [-0.446, 0.305, -3.725], [-0.587, -0.356, 1.583], [-2.737, 0.526, -2.263], [3.870, -1.773, 1.418], [3.506, -0.388, 1.944], [0.108, 5.369, 1.067], [3.181, -2.522, 1.809], [-1.238, -2.703, -3.552], [1.849, 3.516, -0.015], [2.223, -0.075, 1.408], [-4.910, 1.886, -3.323], [-0.274, -3.327, 3.162], [-4.128, -1.481, -0.445], [-1.266, 1.176, -4.134], [2.675, 2.805, 0.031], [-2.255, -1.395, 2.942], [0.536, -2.546, -3.725], [-1.959, -0.835, 3.835], [0.233, 0.093, -1.112], [-1.730, -3.450, 1.144], [1.091, -2.407, -2.335], [-0.817, 4.123, 0.202], [0.376, 2.057, 1.161], [-0.899, 4.209, 1.962], [-1.607, -1.776, -3.112], [-3.519, 2.416, -4.911], [2.252, 4.530, -0.070], [4.499, 0.645, 1.416], [-2.300, -2.006, 0.324], [0.071, -2.349, 2.823], [-1.436, -2.447, 0.823], [0.936, 3.371, 1.200], [3.249, 0.608, 3.855], [-2.693, -2.345, 3.257], [2.550, 2.911, 2.577], [-3.801, 0.420, 0.722], [-1.042, -1.642, 2.058], [-1.471, -3.552, -2.908], [1.060, 3.485, 3.357], [0.852, -4.267, -4.158], [1.275, 3.334, -0.925], [0.468, -4.912, -3.367], [2.117, 4.622, 2.507], [3.805, -1.785, 0.330], [2.766, -1.100, 3.849], [-0.606, -2.559, 0.119]],
  "homo_ev": [-4.83, -4.82],
  "charge": -1,
  "spin_multiplicity": 2,
  "e_above_lowest_kj_mol": 72.7,
  "gap_ev": [6.7, 5.3],
  "energy_ev": -108134.0766,
  "s2": 0.754
}